*w*
Molecular formula: C6H6O
Method: DFT, the ωB97M-V functional and the def2-TZVPD basis

Output
SMILES: C#CC[C@H](O)C#C
lowest unoccupied orbital energy: 0.0342 hartree

Cartesian coordinates (Å):
1 O -0.1476 0.2876 1.9613
2 C 2.1722 -0.3685 -1.0707
3 C 1.2795 0.3557 -0.7116
4 C -1.2677 -0.7773 0.1370
5 C -1.5883 -1.8302 -0.3502
6 C -0.7730 0.4871 0.7133
7 C 0.1642 1.2034 -0.2809
8 H -1.8672 -2.7632 -0.7885
9 H -0.4108 1.5222 -1.1581
10 H 2.9566 -1.0072 -1.4132
11 H -1.6184 1.1531 0.9166
12 H 0.5549 -0.3648 1.8290
13 H 0.5457 2.1022 0.2160

Per-atom Löwdin charges, elementary charge units:
1 O -0.017
2 C 0.121
3 C -0.146
4 C -0.080
5 C 0.135
6 C -0.415
7 C -0.157
8 H 0.030
9 H 0.127
10 H 0.027
11 H 0.149
12 H 0.100
13 H 0.125

*x*
Molecular formula: C6H6O
Method: DFT, the ωB97M-V functional and the def2-TZVPD basis

Output
SMILES: C#C[C@@]12CO[C@@H]1C2
lowest unoccupied orbital energy: 0.0089 hartree

Cartesian coordinates (Å):
1 O 1.7485 0.2153 0.4332
2 C -2.1468 0.9623 0.3147
3 C -0.1647 -0.0100 -0.3884
4 C -1.4114 0.5850 -0.5860
5 C 0.5995 -0.4250 0.9534
6 C 1.0845 0.7046 -0.7373
7 C 0.0657 -1.4171 -0.0027
8 H 0.7507 -1.9757 -0.6257
9 H 1.5554 0.3473 -1.6536
10 H 1.0394 1.8023 -0.7327
11 H -0.8051 -1.9809 0.3294
12 H 0.5343 -0.4742 2.0453
13 H -2.8500 1.6661 0.6505

Per-atom Löwdin charges, elementary charge units:
1 O -0.075
2 C 0.161
3 C -0.408
4 C -0.027
5 C -0.172
6 C -0.120
7 C -0.044
8 H 0.114
9 H 0.125
10 H 0.138
11 H 0.128
12 H 0.154
13 H 0.027

Tell me which of them is the most stable. Sure, it is *w*.